[1]
Entry from OMol25: a 2-piece molecular cluster, C3H8O2S2 overall at a distorted geometry (ωB97M-V with the def2-TZVPD basis set).

Properties
frontier orbital gap	8.9	eV
E_HOMO	-0.3125	hartree
ΔE to the lowest compared entry with this formula, charge and spin	0.9638	eV
SMILES string	CSSC.O=CO
LUMO level	0.372	eV

Positions of all 15 atoms, in Å:
C: 0.027 0.322 2.504
S: 1.016 0.062 0.983
S: 0.217 1.407 -0.346
C: 1.387 1.395 -1.751
H: 0.182 1.319 2.900
H: -1.014 0.025 2.435
H: 0.462 -0.423 3.189
H: 1.448 0.374 -2.166
H: 0.895 2.071 -2.473
H: 2.380 1.803 -1.499
O: -1.864 -2.745 -1.840
C: -1.397 -1.895 -1.117
O: -1.975 -1.426 0.015
H: -0.421 -1.435 -1.326
H: -1.343 -0.856 0.492

natural (NBO) atomic charge list, values in e, 8 entries: -0.7318 0.0411 0.0474 -0.7300 0.2329 0.2168 0.2433 0.2250


[2]
Entry from OMol25: a 2-piece molecular cluster, C6H12 overall at a distorted geometry (ωB97M-V with the def2-TZVPD basis set).

Properties
frontier orbital gap	7.9	eV
E_HOMO	-0.2941	hartree
ΔE to the lowest compared entry with this formula, charge and spin	6.0932	eV
LUMO level	-0.062	eV

Positions of all 18 atoms, in Å:
C: 0.269 -1.816 -1.876
C: -0.336 -0.797 -0.921
C: 0.829 0.079 -0.301
C: 0.396 1.269 0.613
C: -1.370 1.119 2.593
C: -0.904 0.993 1.288
H: 0.833 -2.577 -1.319
H: -0.452 -2.276 -2.547
H: 1.033 -1.375 -2.574
H: -0.840 -1.333 -0.123
H: -1.009 -0.066 -1.370
H: 1.442 -0.700 0.192
H: 1.393 0.402 -1.171
H: 1.233 1.609 1.235
H: 0.399 2.094 -0.126
H: 0.018 0.549 2.800
H: -1.331 2.100 3.111
H: -1.603 0.725 0.495

natural (NBO) atomic charge list, values in e, 8 entries: -0.6113 -0.4031 -0.3768 -0.5139 -0.5676 0.0090 0.2082 0.2167


[3]
Entry from OMol25: one molecule with the formula C21H32N4O2 (ωB97M-V with the def2-TZVPD basis set).

Properties
frontier orbital gap	8.7	eV
E_HOMO	-0.2952	hartree
ΔE to the lowest compared entry with this formula, charge and spin	2.8365	eV
SMILES string	COc1ccccc1-n1cc(CN2CCN(CC(C)C)[C@@H](CCO)C2)cn1
LUMO level	0.658	eV

Positions of all 59 atoms, in Å:
C: -1.641 1.319 3.498
O: -0.508 1.912 2.904
C: -0.059 3.103 3.386
C: -0.626 3.763 4.471
C: -0.141 4.988 4.897
C: 0.920 5.584 4.243
C: 1.503 4.939 3.169
C: 1.036 3.704 2.735
N: 1.671 3.117 1.634
C: 1.735 1.813 1.275
C: 2.495 1.743 0.129
C: 2.842 0.521 -0.654
N: 1.710 -0.387 -0.702
C: 2.052 -1.703 -1.199
C: 0.838 -2.629 -1.044
N: -0.366 -2.122 -1.678
C: -0.407 -2.365 -3.112
C: -0.998 -3.749 -3.419
C: -2.451 -3.813 -2.961
C: -0.885 -4.051 -4.911
C: -0.628 -0.745 -1.280
C: -1.090 -0.659 0.179
C: -2.266 -1.581 0.473
O: -2.648 -1.405 1.827
C: 0.606 0.149 -1.473
C: 2.853 3.079 -0.128
N: 2.360 3.887 0.785
H: -1.453 1.061 4.545
H: -1.833 0.409 2.931
H: -2.514 1.976 3.435
H: -1.462 3.324 4.992
H: -0.605 5.473 5.743
H: 1.296 6.541 4.567
H: 2.329 5.377 2.632
H: 1.255 1.038 1.830
H: 3.668 -0.006 -0.161
H: 3.188 0.815 -1.663
H: 2.370 -1.667 -2.260
H: 2.884 -2.100 -0.612
H: 0.632 -2.753 0.021
H: 1.069 -3.610 -1.462
H: -1.045 -1.611 -3.580
H: 0.587 -2.289 -3.576
H: -0.427 -4.501 -2.865
H: -2.850 -4.817 -3.086
H: -2.515 -3.534 -1.913
H: -3.061 -3.124 -3.541
H: 0.155 -4.041 -5.231
H: -1.428 -3.307 -5.490
H: -1.303 -5.030 -5.134
H: -1.440 -0.373 -1.915
H: -1.386 0.369 0.388
H: -0.263 -0.904 0.843
H: -3.106 -1.337 -0.192
H: -1.971 -2.621 0.291
H: -3.371 -2.007 2.027
H: 0.858 0.208 -2.550
H: 0.388 1.158 -1.119
H: 3.444 3.469 -0.934

natural (NBO) atomic charge list, values in e, 8 entries: -0.2650 -0.5048 0.2811 -0.2885 -0.1999 -0.2357 -0.2021 0.1517


[4]
Entry from OMol25: a 2-piece molecular cluster, C27H37F2OSi overall at a distorted geometry (ωB97M-V with the def2-TZVPD basis set).

Properties
frontier orbital gap	4.6	eV
E_HOMO	-0.3919	hartree
net charge	+1
LUMO level	-6.068	eV

Positions of all 68 atoms, in Å:
C: -1.159 0.089 -1.255
C: -1.139 0.413 -2.734
C: -0.541 -0.709 -3.556
Si: -0.231 2.070 -3.019
C: 1.140 1.930 -4.352
C: 2.507 2.295 -3.808
C: 0.801 2.750 -5.584
C: -1.487 3.424 -3.511
C: -1.388 4.546 -2.499
C: -2.903 2.901 -3.660
O: 0.393 2.577 -1.527
C: 1.301 1.837 -0.811
C: 1.163 1.412 0.449
C: 2.193 0.590 1.125
H: -1.827 -0.743 -1.022
H: -0.160 -0.194 -0.920
H: -1.472 0.953 -0.666
H: -2.165 0.598 -3.073
H: -1.083 -1.645 -3.408
H: -0.558 -0.477 -4.623
H: 0.497 -0.883 -3.271
H: 1.141 0.867 -4.629
H: 3.240 2.401 -4.611
H: 2.468 3.242 -3.267
H: 2.892 1.532 -3.133
H: 1.514 2.571 -6.391
H: -0.194 2.513 -5.965
H: 0.830 3.818 -5.360
H: -1.144 3.793 -4.485
H: -2.013 5.398 -2.774
H: -1.706 4.197 -1.515
H: -0.358 4.896 -2.399
H: -3.586 3.686 -3.991
H: -2.957 2.087 -4.386
H: -3.279 2.525 -2.706
H: 2.221 1.598 -1.320
H: 0.274 1.694 0.986
H: 1.816 0.141 2.048
H: 2.523 -0.233 0.485
H: 3.073 1.191 1.368
F: 2.053 -1.329 7.943
C: 1.386 -0.561 7.046
C: 1.227 0.797 7.267
C: 0.544 1.576 6.352
C: 0.018 1.013 5.213
C: 0.165 -0.362 4.955
C: -0.377 -0.940 3.765
C: -0.265 -2.271 3.415
C: -0.793 -2.812 2.260
C: -0.687 -4.186 1.879
C: -0.034 -5.134 2.686
C: 0.074 -6.454 2.311
F: 0.716 -7.341 3.113
C: -0.474 -6.867 1.108
C: -1.129 -5.961 0.295
C: -1.238 -4.642 0.669
C: 0.862 -1.126 5.905
H: 1.640 1.225 8.163
H: 0.421 2.632 6.538
H: -0.512 1.626 4.505
H: -0.907 -0.285 3.096
H: 0.268 -2.923 4.081
H: -1.319 -2.149 1.596
H: 0.401 -4.853 3.624
H: -0.378 -7.902 0.828
H: -1.556 -6.299 -0.635
H: -1.749 -3.946 0.027
H: 1.004 -2.180 5.768

natural (NBO) atomic charge list, values in e, 8 entries: -0.6055 -0.7264 -0.5970 2.0357 -0.7211 -0.5985 -0.5981 -0.7147


[5]
Entry from OMol25: C33H45AsCl4N3O2SbSi3W as an isolated structure at a distorted geometry (ωB97M-V with the def2-TZVPD basis set).

Properties
frontier orbital gap (spin up / spin down)	6.6 / 6.6	eV
E_HOMO (spin up / spin down)	-0.4721 / -0.4752	hartree
net charge	+2
spin multiplicity	3
LUMO level (spin up / spin down)	-6.292 / -6.368	eV

Positions of all 93 atoms, in Å:
W: 0.818 -0.147 1.846
C: 3.067 3.278 1.828
C: 1.696 3.098 2.510
C: 0.990 3.942 3.346
C: -0.196 3.515 4.001
C: -0.768 2.252 3.711
C: 0.030 1.467 2.858
N: 1.113 1.925 2.267
Sb: 2.253 -2.203 4.362
C: 2.102 -3.026 2.289
C: 2.534 -4.296 1.910
C: 2.036 -4.924 0.782
C: 1.025 -4.327 0.050
C: 0.569 -3.085 0.474
C: -0.676 -2.659 -0.307
N: 1.069 -2.444 1.497
C: 0.063 -2.073 4.215
C: -0.732 -2.805 5.096
C: -2.125 -2.921 4.916
C: -2.648 -2.302 3.824
C: -1.869 -1.546 2.936
C: -2.612 -0.858 1.854
N: -0.509 -1.353 3.153
H: 3.770 3.040 2.624
H: 3.236 4.293 1.448
H: 3.182 2.601 0.979
H: 1.346 4.914 3.561
H: -0.687 4.177 4.692
H: -1.578 1.840 4.284
H: 3.294 -4.785 2.511
H: 2.563 -5.850 0.486
H: 0.635 -4.851 -0.802
H: -0.350 -2.566 -1.358
H: -0.917 -1.620 -0.009
H: -1.488 -3.368 -0.184
H: -0.135 -3.261 5.857
H: -2.773 -3.485 5.600
H: -3.706 -2.380 3.597
H: -1.922 -0.430 1.147
H: -3.321 -0.183 2.294
H: -3.213 -1.660 1.373
Cl: 6.905 1.479 4.497
C: 5.820 0.634 3.420
C: 6.010 0.685 2.021
Cl: 7.524 1.097 1.409
C: 4.954 0.386 1.122
Cl: 5.375 0.205 -0.523
C: 3.653 0.049 1.573
O: 2.637 -0.262 0.814
C: 3.480 -0.004 2.985
O: 2.241 -0.390 3.446
C: 4.501 0.342 3.858
Cl: 4.171 0.333 5.546
C: -3.667 -1.556 -5.124
Si: -4.831 -0.079 -4.748
C: -5.017 1.248 -6.109
C: -6.517 -0.621 -4.340
As: 0.051 0.545 -0.707
Si: -0.457 2.662 -0.844
C: -4.078 0.718 -3.154
C: 0.208 3.891 -2.113
C: -1.332 3.663 0.496
Si: 1.610 0.065 -2.593
C: 2.426 -1.586 -2.199
C: 2.875 1.369 -2.978
C: 0.376 -0.342 -3.991
H: -2.572 -1.318 -5.347
H: -4.044 -2.186 -5.909
H: -3.704 -2.056 -4.213
H: -5.414 0.679 -6.950
H: -4.084 1.792 -6.422
H: -5.758 2.031 -5.754
H: -7.137 0.226 -4.234
H: -6.684 -1.296 -3.430
H: -6.917 -1.130 -5.192
H: -3.065 0.306 -2.936
H: -4.152 1.803 -3.056
H: -4.795 0.368 -2.453
H: -0.666 4.542 -2.407
H: 0.639 3.360 -2.971
H: 0.892 4.375 -1.383
H: -1.726 4.482 0.014
H: -0.618 3.947 1.314
H: -2.090 3.032 0.875
H: 3.243 -1.602 -1.447
H: 2.901 -1.917 -3.069
H: 1.677 -2.391 -1.961
H: 3.360 1.936 -2.203
H: 2.637 2.055 -3.801
H: 3.549 0.675 -3.479
H: -0.268 0.598 -4.218
H: -0.211 -1.218 -3.732
H: 0.924 -0.556 -4.918

Löwdin atomic charge list, values in e, 8 entries: 1.4399 0.0298 -0.2671 -0.0017 -0.0065 -0.0249 -0.3252 -0.0762


Total energy list, top to bottom, in Eh: -1065.94661, -235.59430, -1188.87029, -1615.22451, -6851.08941